Record 1
This record from the Open Molecules 2025 dataset describes a 14-piece molecular cluster, C26H63BClN4O18S2 overall in a non-equilibrium geometry. The level of theory is ωB97M-V/def2-TZVPD.

XYZ file:
```
115
Properties=species:S:1:pos:R:3:forces:R:3:lowdin_charge:R:1
Cl -0.84810 -0.87406 -1.20936 0.3 -0.1 0.3 0.819
S 5.37984 1.30897 0.17978 -0.1 0.0 0.1 0.655
S 3.55734 -0.73122 1.18482 -0.4 0.6 -0.2 0.929
O 1.24131 6.06152 -6.37313 0.0 0.1 -0.1 -0.049
O 5.23186 1.84196 4.48822 0.2 0.0 0.1 -0.054
O 2.21410 -4.31455 -5.41714 0.1 -0.1 -0.2 -0.058
O -0.32399 4.49324 -4.03498 0.2 -0.1 -0.1 -0.065
O -1.46079 -4.27764 1.09976 -0.1 -0.7 -1.2 0.009
O -3.61708 -2.69648 2.23382 0.6 -0.5 0.1 0.120
O 0.13619 6.70966 -0.63300 0.0 0.3 -0.1 -0.047
O -0.72362 4.87130 8.09360 0.1 0.0 0.0 -0.075
O -2.89277 1.28071 -5.15306 -0.1 -0.1 -0.1 -0.051
O 4.43696 -6.33806 -5.51576 -0.1 -0.1 -0.3 -0.063
O -1.54817 -7.66328 1.74221 0.1 0.2 0.1 -0.051
O 1.64896 2.92973 4.41245 0.2 -0.8 -0.6 -0.195
O -2.86528 3.43685 -3.09186 0.0 0.0 0.0 -0.058
O -0.10710 -10.00471 2.63715 0.1 0.2 0.0 -0.064
O -1.17750 -2.15682 1.70976 0.8 0.2 0.0 0.077
O 6.41308 -7.38841 -3.52636 -0.1 0.0 -0.2 -0.057
O -2.74136 -2.18401 -0.01008 -0.2 0.0 -0.2 0.041
O -1.47043 3.77633 5.44240 0.3 0.1 0.2 -0.053
N -2.63408 -3.03058 4.44573 -1.0 0.1 -1.7 0.116
N -0.41708 -3.40657 -2.48886 0.2 -0.5 -0.4 0.109
N 2.93129 1.02840 -0.81236 1.1 -0.5 0.9 -0.142
N 1.54300 2.50652 -1.67075 0.0 -0.6 -0.5 0.108
C -2.94534 0.73559 0.74223 0.6 0.4 1.1 -0.248
C -3.60721 2.94792 -0.24086 0.4 0.3 0.8 -0.217
C 0.68461 -3.45655 0.66625 0.2 1.2 -0.6 -0.091
C -2.93595 -0.30028 1.88468 -1.0 -0.2 -0.5 -0.058
C 0.70233 3.89855 2.43796 1.3 -0.3 -0.5 -0.150
C -2.48906 -4.38462 -1.69502 -0.5 -1.2 -0.6 0.005
C 1.43806 1.28784 -2.31482 -0.6 0.0 -1.0 -0.157
C 2.14780 1.70511 4.94156 0.2 0.1 1.0 -0.111
C 3.91798 0.59549 0.10949 0.0 -0.6 0.0 -1.112
C -1.79521 4.37449 0.91970 -0.2 0.1 0.0 -0.211
C 2.46237 2.29895 -0.77852 0.8 0.3 -0.3 -0.228
C -3.76696 2.00768 1.00574 -0.6 0.2 -1.3 -0.190
C 1.63377 -2.39456 0.08836 0.8 -0.3 0.6 -0.273
C -0.62534 3.71168 0.17531 0.4 0.5 0.1 -0.186
C -1.44688 -3.48141 -1.67492 -1.0 1.9 1.6 -0.265
C -3.13636 -2.87211 3.39039 0.8 -0.5 2.0 -0.438
C -1.34608 -5.31816 -3.50700 -0.2 -1.5 -1.4 -0.093
C 2.29009 0.35175 -1.82567 -0.5 0.4 0.1 -0.081
C -2.44732 -5.37444 -2.67320 0.5 0.9 0.7 -0.049
C -1.50655 -2.43106 -0.53222 -0.4 -1.8 -0.1 -0.611
C -3.09787 4.36657 0.10147 0.1 -0.1 -0.6 -0.211
C -0.78544 -3.04757 0.72416 -0.1 -0.1 1.3 -0.468
C -0.37124 -4.35289 -3.42820 0.2 0.2 0.3 -0.122
C 0.76515 3.81971 0.88844 -1.3 -0.5 0.6 -0.199
C 1.83331 3.00554 2.99541 -1.1 0.8 0.1 -0.224
C 1.77595 -1.14425 1.00681 0.1 -0.6 -0.9 -0.422
B -2.59517 -1.83440 1.43042 0.2 1.6 -0.2 -0.807
H 1.41608 -1.39692 2.00956 0.1 0.3 -0.1 0.082
H -2.30217 0.00931 2.73080 0.0 0.0 -0.3 0.110
H -3.96209 -0.31622 2.29838 0.2 0.0 -0.1 0.103
H 5.65467 -7.97722 -3.60367 0.0 0.0 0.2 0.036
H -0.70224 4.69404 7.14158 -0.1 0.1 0.0 -0.005
H -1.33162 3.05879 6.07131 -0.1 -0.1 -0.2 0.047
H 1.00513 -3.71541 1.68524 -0.1 0.0 -0.2 0.133
H 0.87031 4.93895 2.74259 -0.3 -0.2 0.3 0.122
H -3.29416 0.69737 -4.49846 0.1 0.1 0.1 0.048
H 2.91366 1.95954 5.68548 0.0 -0.3 -0.2 0.074
H -3.65022 3.49432 -3.64388 0.0 -0.1 0.0 0.040
H -0.51576 6.52616 -1.31882 0.0 -0.1 0.0 0.040
H -0.53221 4.23968 -0.78425 0.0 -0.3 0.1 0.083
H -4.84334 1.77376 1.05356 0.3 -0.2 0.3 0.103
H -2.00525 3.90799 1.88946 0.2 0.0 -0.1 0.086
H 1.20820 -0.30044 0.60217 0.1 0.0 0.3 0.060
H 0.42199 6.53162 -6.55903 -0.1 -0.1 0.1 0.042
H 2.45555 -0.67481 -2.10878 0.1 0.1 0.2 0.122
H -1.50188 5.41774 1.11900 -0.1 -0.2 0.1 0.109
H 1.91816 6.57347 -6.82577 0.1 -0.1 0.0 0.035
H -3.51479 2.51679 1.94253 0.1 -0.2 -0.1 0.099
H 4.14948 -6.25255 -6.43202 0.0 0.0 0.0 0.047
H -2.19740 3.06268 -3.67814 -0.1 0.1 -0.1 0.007
H 1.36308 1.14307 5.47070 -0.1 0.2 -0.3 0.087
H 0.62605 -9.66346 3.15752 0.0 -0.1 0.0 0.027
H 2.64455 -5.16894 -5.29748 0.0 0.0 0.2 0.005
H 0.76227 -4.34534 0.02947 -0.2 0.1 0.2 0.125
H -1.24244 -6.08590 -4.27649 0.0 0.2 0.1 0.098
H 5.65822 0.98021 4.53928 -0.1 0.0 -0.1 0.041
H 0.73532 1.12552 -3.12434 0.1 0.1 0.1 0.100
H -0.81614 2.66207 -0.07568 -0.1 0.2 0.2 0.089
H -3.20387 -6.14705 -2.75054 0.1 0.1 -0.1 0.105
H -0.06471 3.83847 -3.37434 0.1 0.1 0.2 0.010
H 2.82666 3.40951 2.74678 -0.1 -0.2 0.1 0.131
H -2.87891 2.50717 -0.92638 -0.2 0.0 0.1 0.070
H 6.04922 -6.58847 -3.13125 0.0 0.0 0.0 0.044
H 1.39352 -2.14655 -0.94973 -0.2 0.1 0.4 0.048
H -1.24734 -4.41377 2.03119 -0.1 0.4 0.0 0.102
H -1.64640 5.07596 8.26912 0.0 0.0 0.0 0.029
H -3.27292 0.30821 -0.21189 0.0 -0.1 0.2 0.096
H 2.63136 -2.86213 0.03650 -0.2 0.0 0.0 0.085
H 1.31358 4.67146 0.47469 0.0 -0.2 0.1 0.105
H -0.68595 3.74340 4.87547 0.0 -0.1 0.0 0.017
H 2.92835 -3.67749 -5.31577 0.0 0.0 0.0 0.046
H -0.82280 -7.29772 2.26041 -0.1 0.3 0.0 0.042
H -2.88382 4.86702 -0.85835 -0.2 0.0 0.2 0.090
H 0.47988 -4.34444 -4.10998 -0.3 0.0 0.2 0.078
H -1.90306 1.06492 0.60591 -0.3 -0.1 -0.3 0.074
H 0.46431 4.60228 -4.57992 0.0 0.1 0.0 0.015
H -3.34311 1.06164 -5.97442 0.1 0.0 0.0 0.036
H 1.70831 2.01503 2.53243 0.2 0.1 0.2 0.112
H -1.98841 -6.88288 1.38022 0.0 0.0 -0.1 0.044
H 5.95349 2.46877 4.60108 0.0 0.0 0.0 0.038
H 1.30129 2.89038 0.64583 -0.8 0.9 0.6 0.038
H -0.54190 -9.21444 2.28245 -0.2 -0.4 -0.1 -0.016
H 2.84528 2.98716 -0.03604 0.2 -0.2 -0.6 0.119
H -3.90475 4.94284 0.58059 0.3 -0.1 0.2 0.105
H 0.86588 7.11855 -1.10914 0.0 0.0 0.0 0.040
H -3.29198 -4.35081 -0.96765 0.2 0.3 0.0 0.128
H -0.22119 3.49692 2.86252 0.0 0.2 -0.2 0.093
H 5.22155 -6.89770 -5.55966 0.1 0.1 0.2 0.028
H -4.54132 3.04367 -0.80972 0.1 -0.1 0.2 0.100
H 2.58978 1.04629 4.18772 0.0 0.2 0.0 0.069
```
Forces are in eV/Å.

Total energy = -3883.38502 Ha
Net charge = -1
Highest occupied orbital energy = -6.2 eV

=====

Record 2
This record from the Open Molecules 2025 dataset describes a single C3H3N5 molecule in a non-equilibrium geometry. The level of theory is ωB97M-V/def2-TZVPD.

XYZ file:
```
11
Properties=species:S:1:pos:R:3:forces:R:3:lowdin_charge:R:1
N 0.51321 0.25687 -1.56643 2.2 1.7 -1.6 0.005
N -0.28622 -0.63697 -2.01228 -3.9 -0.8 1.4 -0.019
N -1.16354 -1.06129 -0.98309 1.4 -2.7 -2.2 0.033
N 0.34376 0.62499 1.88779 1.2 0.8 1.3 -0.009
N 1.04252 1.10136 0.66499 -1.4 1.8 3.4 0.094
C 0.33509 0.35877 -0.29425 1.7 1.1 0.3 -0.377
C -0.57606 -0.63513 0.11913 1.2 4.3 2.7 -0.277
C -0.45553 -0.41065 1.52544 0.6 1.5 -2.7 -0.004
H 1.14124 2.21373 0.81654 -0.5 -3.4 -1.5 0.212
H 0.61092 1.02917 2.97902 -0.9 -2.0 -4.6 0.267
H -0.72132 -1.11555 2.16567 -1.6 -2.4 3.6 0.075
```
Forces are in eV/Å.

Total energy = -389.69978 Ha
ΔE to the lowest compared entry with this formula, charge and spin = 105.99 kcal/mol
SMILES = c1[nH][nH]c2nnnc1-2
Highest occupied orbital energy = -8.7 eV

=====

Record 3
This record from the Open Molecules 2025 dataset describes an isolated ion of composition C25H32N and charge +1 in a non-equilibrium geometry. The level of theory is ωB97M-V/def2-TZVPD.

XYZ file:
```
58
Properties=species:S:1:pos:R:3:forces:R:3:lowdin_charge:R:1
N -0.64729 0.13338 -2.16430 0.0 -0.9 0.7 -0.024
C 1.62107 -2.86095 -0.20512 0.5 0.1 1.0 -0.130
C 0.30689 4.47171 4.44734 0.0 0.3 0.2 -0.049
C -0.53509 1.56100 -4.07932 0.4 -0.2 -0.2 -0.136
C 2.04137 -1.39887 -0.38258 0.0 -0.1 -0.4 -0.126
C -1.55193 -4.02728 -2.75440 0.3 0.2 -0.1 -0.043
C 1.47768 1.66848 2.17604 -0.6 -0.1 0.0 -0.205
C -1.21109 -2.68635 -2.66491 -0.2 -0.4 0.2 0.002
C 1.47126 2.78997 2.99887 -0.1 0.0 0.1 -0.005
C 2.81498 1.06626 1.84483 0.4 0.1 -0.2 -0.032
C 0.86172 -0.40820 -0.23363 1.3 -0.5 -2.7 -0.198
C 0.25661 1.06108 -2.86797 0.7 1.0 0.9 -0.104
C -0.38816 -2.21630 -1.60108 -0.4 -0.5 0.2 -0.074
C -0.09420 -4.53238 -0.88325 -0.2 -0.2 -0.4 -0.007
C 0.22290 -0.30179 1.11190 -1.6 0.5 1.9 -0.258
C 0.31540 -3.19878 -0.84332 -0.2 0.1 -0.2 -0.128
C -1.02386 -4.95586 -1.83453 0.0 0.6 0.4 -0.016
C -0.95822 1.72821 2.13780 0.3 -0.1 -0.1 -0.210
C -0.92751 2.87580 2.92956 0.4 -0.1 0.2 -0.002
C 0.65502 -1.29542 2.20896 0.0 -0.3 0.4 -0.027
C -2.04738 0.30017 -2.58271 -0.7 0.0 -0.4 -0.115
C 0.27908 3.36264 3.44058 0.0 0.1 -0.4 -0.260
C -1.98727 1.12170 -3.88127 -0.4 -0.1 -0.2 -0.137
C -2.31055 1.16379 1.77909 -0.4 0.1 -0.1 -0.044
C -0.15218 -0.81819 -1.34865 0.9 0.3 -0.4 -0.021
C 0.24824 1.09999 1.76511 0.3 0.1 0.0 -0.111
H -2.20786 -4.36426 -3.55524 0.2 0.1 0.2 0.117
H -0.83485 -0.54331 0.97429 -0.1 0.2 0.0 0.119
H -2.56764 0.27951 2.38496 0.1 0.2 -0.2 0.097
H -2.57310 -0.65020 -2.71232 0.2 0.4 0.1 0.106
H -0.11621 1.10563 -4.98113 -0.1 0.2 0.1 0.117
H 1.21180 0.58747 -0.52269 0.0 -0.1 0.0 0.132
H 2.87825 -1.18072 0.28766 -0.3 0.0 -0.1 0.108
H 1.18533 0.53987 -3.15964 -0.5 0.1 0.2 0.137
H 2.84666 0.65096 0.83371 0.1 0.2 0.3 0.053
H 1.74878 -1.38939 2.29104 -0.5 0.0 0.1 0.079
H -1.54323 -1.99659 -3.44023 -0.1 -0.3 0.3 0.112
H 2.43305 3.19910 3.33538 -0.4 -0.1 -0.1 0.125
H 0.55272 1.88698 -2.20043 -0.1 -0.1 -0.3 0.131
H 2.41175 -3.49309 -0.64356 -0.4 0.1 0.0 0.144
H -1.86697 3.36434 3.20073 0.3 -0.2 0.0 0.124
H -2.31879 0.50751 -4.72465 0.0 0.2 0.1 0.115
H 2.43793 -1.26929 -1.40673 -0.1 -0.1 0.3 0.133
H -2.40000 0.89003 0.71899 0.0 0.0 0.2 0.061
H 0.20100 -2.28350 2.06068 0.3 0.2 0.0 0.082
H 0.36566 -5.24511 -0.19210 0.0 0.2 -0.4 0.133
H 0.00868 4.10181 5.43615 0.0 0.0 -0.2 0.090
H -0.43391 2.64215 -4.17537 0.0 -0.1 0.0 0.119
H 3.59381 1.83925 1.89456 -0.2 -0.2 0.0 0.091
H 0.25971 -0.94072 3.17846 0.3 -0.1 -0.5 0.110
H -3.07850 1.92262 1.98042 0.2 -0.3 -0.1 0.083
H 1.60964 -3.13959 0.86430 0.0 0.1 -0.5 0.113
H -1.31462 -6.00104 -1.88235 0.0 0.2 0.0 0.120
H -2.65174 1.98764 -3.81928 0.0 -0.2 0.0 0.118
H -0.38355 5.27991 4.17921 0.2 -0.1 0.1 0.085
H 1.32059 4.87567 4.54837 -0.3 0.0 0.0 0.079
H -2.61608 0.85783 -1.82015 0.5 -0.2 0.0 0.127
H 3.10422 0.27476 2.55395 -0.1 0.2 -0.2 0.095
```
Forces are in eV/Å.

Total energy = -1026.32505 Ha
ΔE to the lowest compared entry with this formula, charge and spin = 0.00 kcal/mol
Net charge = +1
SMILES = Cc1cc(C)c([C@H](C)[C@H]2CCc3ccccc3C2=[N+]2CCCC2)c(C)c1
Highest occupied orbital energy = -11.0 eV

=====

Record 4
This record from the Open Molecules 2025 dataset describes a 2-piece molecular cluster, C6H10N overall in a non-equilibrium geometry. The level of theory is ωB97M-V/def2-TZVPD.

XYZ file:
```
17
Properties=species:S:1:pos:R:3:forces:R:3:lowdin_charge:R:1
N -0.69300 1.07334 -0.50987 2.1 -2.8 3.3 -0.079
C 1.65811 -1.04668 0.36068 -2.6 1.1 -5.1 -0.026
C 0.30454 -0.46860 0.65283 -0.5 -1.3 -1.5 -0.085
C -1.92162 0.99615 -0.59913 -1.8 1.6 -1.2 0.072
C -0.23740 -1.25736 1.76872 1.0 -1.9 -1.2 0.040
C 0.38820 -1.91447 0.35342 0.0 3.3 1.7 -0.025
C 0.25031 1.91193 -1.12427 -0.7 2.7 -2.1 -0.075
H 2.42016 -1.03622 0.99624 2.7 -0.3 3.4 0.058
H 0.37892 -1.56045 2.62503 -0.1 1.0 -0.1 0.116
H -0.23206 2.90333 -1.63353 0.9 -2.4 1.2 0.161
H 0.56896 1.21674 -1.89780 0.8 0.6 -0.5 0.102
H -2.44558 1.87132 -1.13173 0.4 -1.5 0.7 0.147
H -1.26780 -1.52636 1.91325 -0.5 0.4 -0.4 0.102
H 2.10467 -0.84274 -0.67273 -1.1 -0.3 1.2 0.144
H -2.43369 0.10335 -0.24815 -0.2 0.4 0.2 0.108
H 0.08041 -2.65499 -0.36014 -0.3 -0.2 0.2 0.143
H 1.07688 2.23171 -0.49282 -0.2 -0.3 0.1 0.097
```
Forces are in eV/Å.

Total energy = -288.88964 Ha
ΔE to the lowest compared entry with this formula, charge and spin = 121.31 kcal/mol
Net charge = +1
Highest occupied orbital energy (spin up / spin down) = -14.2 / -14.2 eV